Entry 1:
Below is the molecule CH2O2S at a distorted geometry, with properties calculated with wB97M-V/def2-TZVPD.

Geometry as ORCA input:
```
! RIJCOSX wB97M-V def2-TZVPD def2/J DEFGRID3
* xyz 0 1
O -1.103 -0.718 0.255
O -1.095 0.799 0.255
H 0.991 -0.260 1.269
S 1.593 0.011 0.165
H -0.206 0.116 -1.486
C -0.179 0.052 -0.458
*
```

Properties
- Gap between HOMO and LUMO: 10.7 eV
- Relative energy (zero: lowest compared OMol25 entry of this formula, charge and spin): 102.26 kcal/mol
- LUMO energy: 0.5878 eV
- HOMO level: -10.07 eV

Okay, here come the Mulliken numbers, in e, for every atom:
1. O -0.241
2. O -0.222
3. H 0.145
4. S -0.197
5. H 0.353
6. C 0.162

=====

Entry 2:
Below is a cluster of 2 separate species, CH2O2S3 in total at a distorted geometry, with properties calculated with wB97M-V/def2-TZVPD.

Geometry as ORCA input:
```
! RIJCOSX wB97M-V def2-TZVPD def2/J DEFGRID3
* xyz 0 1
O -0.310 0.650 3.491
H -0.628 0.456 -1.928
S -2.416 0.026 -0.388
O -0.343 1.429 -0.293
C -1.104 0.590 -0.968
H 0.346 1.807 -0.886
S 0.347 2.881 1.963
S -0.393 1.108 2.142
*
```

Properties
- Gap between HOMO and LUMO (spin up / spin down): 7.9 / 7.9 eV
- Relative energy (zero: lowest compared OMol25 entry of this formula, charge and spin): 29.36 kcal/mol
- LUMO energy (spin up / spin down): -1.5351 / -1.5358 eV
- HOMO level (spin up / spin down): -9.40 / -9.40 eV

Mulliken population analysis, charges in e, atoms 1 to 6:
1. O -0.431
2. H 0.254
3. S -0.333
4. O -0.306
5. C 0.131
6. H 0.318